The following is a quantum chemistry calculation of C10H22BF4N2O8Zr as an isolated structure in a non-equilibrium geometry, from OMol25.

Properties
electronic energy = -42907.578 eV
net charge = -1
E_HOMO = -0.2154 Eh
spin multiplicity = 1

Each line ends with the Löwdin charge.
Element x y z (Å)
Zr -1.91 -1.37 0.37  1.443
C -3.78 -4.81 2.16  0.181
O -3.63 -3.71 1.50  -0.177
O -1.23 -3.09 -0.20  -0.395
O -1.22 -1.77 2.30  -0.481
C -5.22 -0.34 2.14  0.019
O -4.44 -1.07 2.47  -0.012
O -2.24 0.56 0.27  -0.460
O -3.48 -1.87 -0.82  -0.245
B -2.85 -1.46 -3.22  -1.169
F -3.73 -0.46 -2.70  0.080
F -2.10 -1.08 -4.35  0.091
F -1.72 -1.67 -2.23  -0.088
F -3.48 -2.66 -3.43  0.154
C 0.07 3.30 1.65  -0.050
C 0.89 2.09 1.32  -0.429
C 1.99 2.03 2.40  -0.185
O 2.65 0.76 2.43  -0.212
C 3.74 0.64 3.29  -0.123
N 0.20 0.86 1.32  0.073
H 0.02 4.12 0.93  0.077
H 0.57 3.79 2.48  0.057
H -0.92 3.17 2.05  0.081
H 1.34 2.26 0.32  0.139
H 1.43 2.19 3.35  0.132
H 2.80 2.78 2.31  0.127
H 4.33 -0.22 2.94  0.090
H 3.41 0.49 4.32  0.087
H 4.38 1.54 3.28  0.080
H -0.79 0.83 1.54  0.023
H 0.75 0.05 1.62  0.079
C 2.69 -1.32 -1.98  -0.064
C 1.56 -0.71 -1.20  -0.412
C 0.66 0.09 -2.11  -0.290
O -0.43 0.52 -1.47  -0.244
C -1.13 1.35 -2.37  -0.089
N 0.63 -1.72 -0.76  0.016
H 3.28 -2.06 -1.42  0.079
H 3.45 -0.61 -2.27  0.072
H 2.44 -1.78 -2.93  0.084
H 1.94 -0.22 -0.31  0.125
H 0.43 -0.61 -2.93  0.136
H 1.23 0.92 -2.52  0.130
H -0.60 2.31 -2.39  0.086
H -2.14 1.58 -2.00  0.087
H -1.26 0.92 -3.36  0.090
H 1.18 -2.37 -0.18  0.110
H 0.23 -2.16 -1.61  0.095

---

The following is a quantum chemistry calculation of a 2-piece molecular cluster, C10H22BN overall in a non-equilibrium geometry, from OMol25.

Properties
electronic energy = -12888.227 eV
E_HOMO = -0.2432 Eh
spin multiplicity = 1

Each line ends with the Löwdin charge.
Element x y z (Å)
B 1.46 0.06 0.20  0.025
C -2.24 -1.47 -1.16  0.001
C -1.18 -0.60 -1.18  -0.540
C -0.33 -0.65 -2.37  -0.058
C 3.01 -1.93 0.59  -0.109
C 1.17 2.51 -0.72  -0.126
C -1.60 -0.65 1.86  -0.069
C -2.79 1.28 0.71  -0.052
C 1.86 -1.07 1.18  -0.181
C 2.09 1.37 -0.37  -0.202
C -1.51 0.51 0.98  -0.510
N -0.92 0.35 -0.30  0.029
H -3.13 -1.55 -0.45  0.066
H -2.48 -1.93 -2.10  0.024
H -0.80 -0.30 -3.26  0.072
H 0.20 -1.63 -2.42  0.089
H 0.66 -0.04 -2.18  0.087
H 3.94 -1.29 0.25  0.128
H 3.27 -2.72 1.23  0.046
H 2.58 -2.42 -0.23  0.047
H 1.70 3.27 -1.19  0.050
H 0.33 2.30 -1.38  0.069
H 0.70 2.87 0.15  0.058
H -2.08 -1.49 1.42  0.052
H -0.61 -0.93 2.21  0.050
H -2.26 -0.42 2.74  0.106
H -2.49 1.99 -0.13  0.114
H -3.02 1.88 1.48  0.026
H -3.60 0.68 0.45  0.055
H 0.94 -1.71 1.43  0.117
H 2.40 -0.43 1.98  0.146
H 2.78 1.03 -1.22  0.131
H 2.90 1.81 0.28  0.118
H -0.94 1.32 1.52  0.143

---

The following is a quantum chemistry calculation of C10H22BrClO4P3 as an isolated structure, from OMol25.

Properties
electronic energy = -129343.284 eV
net charge = +1
E_HOMO = -0.4650 Eh
spin multiplicity = 1

Each line ends with the Löwdin charge.
Element x y z (Å)
C -4.32 1.69 1.61  -0.114
C -4.31 2.54 0.35  -0.309
C -3.03 2.51 -0.52  -0.908
Br -2.35 4.27 -0.93  0.714
P -1.55 1.62 0.09  0.583
P -0.26 2.91 1.44  0.405
O -1.24 3.29 2.66  -0.395
Cl 0.67 1.23 2.17  0.238
P -0.41 1.19 -1.76  0.821
C 1.32 1.49 -1.23  -0.361
C -0.46 -0.66 -1.87  -0.442
C -1.32 -1.45 -0.89  -0.181
H -4.25 0.62 1.39  0.077
H -3.51 1.97 2.29  0.047
H -5.25 1.85 2.15  0.089
H -4.54 3.57 0.59  0.092
H -5.12 2.20 -0.30  0.116
H -3.25 2.05 -1.49  0.052
H -1.95 0.46 0.76  -0.015
H -1.59 2.56 3.20  0.060
H 1.89 1.51 -2.16  0.049
H 1.71 0.72 -0.58  0.007
H 1.44 2.47 -0.77  0.012
H -0.81 -0.85 -2.89  0.074
H 0.57 -1.01 -1.81  0.062
H -2.37 -1.16 -0.93  0.067
H -0.95 -1.36 0.13  0.057
H -1.27 -2.50 -1.15  0.070
C 4.58 -1.29 -0.40  -0.015
C 3.60 -2.16 0.33  -0.322
C 3.96 -3.63 0.47  -0.075
O 2.68 -4.26 0.50  0.081
C 1.80 -3.48 -0.15  -0.556
O 0.70 -3.80 -0.46  0.162
O 2.35 -2.26 -0.40  0.048
H 4.17 -0.30 -0.57  0.075
H 5.49 -1.18 0.19  0.098
H 4.84 -1.73 -1.36  0.096
H 3.36 -1.75 1.32  0.156
H 4.51 -3.88 1.37  0.143
H 4.51 -3.99 -0.41  0.143

---

The following is a quantum chemistry calculation of C10H22Cl8InO2 as an isolated structure, from OMol25.

Properties
electronic energy = -120173.925 eV
net charge = -1
E_HOMO = -0.1620 Eh
spin multiplicity = 1

Each line ends with the Löwdin charge.
Element x y z (Å)
C -1.76 -0.22 5.23  0.026
C -1.17 -1.31 4.37  -0.543
O -1.57 -2.45 4.36  0.088
O -0.20 -0.85 3.58  -0.066
C 0.83 -1.79 3.20  -0.154
C 1.81 -1.14 2.22  -0.205
C 1.62 -1.58 0.76  -0.319
C 0.45 -0.97 -0.03  -0.349
In -0.11 1.17 0.29  0.167
H -2.47 0.35 4.63  0.099
H -2.26 -0.65 6.10  0.083
H -0.97 0.48 5.54  0.053
H 1.34 -2.10 4.12  0.124
H 0.37 -2.68 2.76  0.121
H 1.78 -0.05 2.34  0.061
H 2.81 -1.46 2.54  0.106
H 2.56 -1.41 0.21  0.095
H 1.51 -2.67 0.81  0.092
H 0.73 -1.01 -1.09  -0.032
H -0.44 -1.60 0.06  0.022
H 1.12 2.32 -0.28  -0.138
H -0.51 1.55 2.00  -0.122
H -1.62 1.46 -0.65  -0.140
C -2.32 4.67 -2.00  -1.041
Cl -1.65 4.82 -0.38  0.485
Cl -1.29 3.76 -3.11  0.471
H -3.28 4.17 -1.93  0.021
H -2.43 5.67 -2.41  0.011
C 0.37 -1.14 -4.79  -1.063
Cl 1.20 -2.44 -3.90  0.501
Cl -0.02 0.24 -3.76  0.531
H 1.03 -0.81 -5.58  -0.003
H -0.55 -1.54 -5.19  -0.054
C -0.61 -2.19 -8.85  -1.008
Cl 1.11 -2.07 -8.45  0.520
Cl -1.65 -1.74 -7.50  0.557
H -0.81 -1.53 -9.68  0.022
H -0.82 -3.22 -9.12  0.022
C 1.57 1.85 4.73  -1.042
Cl 0.84 2.97 5.89  0.482
Cl 2.37 2.66 3.40  0.517
H 2.31 1.25 5.27  0.026
H 0.79 1.23 4.31  -0.022

---

The following is a quantum chemistry calculation of a 2-piece molecular cluster, C10H22ClN2O2P2S2 overall in a non-equilibrium geometry, from OMol25.

Properties
electronic energy = -70566.028 eV
net charge = +1
E_HOMO = -0.3750 Eh
spin multiplicity = 1

Each line ends with the Löwdin charge.
Element x y z (Å)
O 0.76 -2.07 -0.91  -0.348
S 0.38 -2.26 -2.27  0.305
O -0.83 -2.95 -2.49  -0.309
Cl 1.83 -3.28 -3.26  0.421
C 0.38 -0.71 -3.14  -0.292
C -0.67 0.23 -2.60  -0.220
C -2.11 -0.18 -2.91  -0.281
C -3.06 0.01 -1.72  -0.486
P -4.84 0.20 -2.18  0.675
P -5.35 -1.83 -2.80  0.037
S -5.55 -2.98 -1.24  0.027
H 0.22 -0.91 -4.19  0.113
H 1.38 -0.30 -3.01  0.101
H -0.48 1.18 -3.10  0.119
H -0.52 0.42 -1.54  0.101
H -2.17 -1.21 -3.23  0.076
H -2.50 0.41 -3.73  0.092
H -3.05 -0.88 -1.09  0.059
H -2.78 0.89 -1.15  0.061
H -4.80 0.91 -3.41  -0.092
H -6.54 -1.65 -3.52  -0.062
H -4.42 -2.31 -3.74  -0.061
C 2.03 3.27 4.47  -0.068
C 2.10 3.05 2.97  -0.153
N 2.19 1.62 2.61  -0.042
C 1.78 1.08 1.41  0.011
C 2.05 -0.24 1.45  0.015
N 2.63 -0.49 2.67  -0.080
C 2.71 0.65 3.35  -0.017
C 3.08 -1.79 3.16  0.038
H 2.95 2.96 4.97  0.078
H 1.89 4.33 4.66  0.091
H 1.20 2.73 4.91  0.092
H 2.97 3.56 2.54  0.135
H 1.21 3.44 2.48  0.130
H 1.33 1.71 0.66  0.138
H 1.89 -1.04 0.75  0.109
H 3.13 0.76 4.33  0.168
H 2.53 -2.05 4.06  0.107
H 4.15 -1.75 3.38  0.106
H 2.90 -2.54 2.40  0.105

---

The following is a quantum chemistry calculation of a 3-piece molecular cluster, C10H22ClN4O3 overall in a non-equilibrium geometry, from OMol25.

Properties
electronic energy = -35339.968 eV
net charge = +1
E_HOMO = -0.4524 Eh
spin multiplicity = 1

Each line ends with the Löwdin charge.
Element x y z (Å)
N -0.59 3.23 0.08  0.154
C -0.18 2.85 1.34  -0.196
N -1.12 2.17 2.33  0.122
C -0.18 1.93 3.52  0.064
N 1.23 2.44 3.30  0.084
N 1.17 2.97 2.01  -0.086
C 2.44 3.55 1.37  -0.060
C 3.46 2.24 1.19  -0.554
O 4.09 1.76 2.29  -0.064
Cl 3.65 1.47 -0.50  0.603
H 0.05 3.11 -0.75  0.154
H -1.55 3.66 0.01  0.144
H -0.41 1.40 4.56  0.162
H 2.08 2.41 3.91  0.182
H 2.20 4.03 0.31  0.144
H 2.93 4.40 2.05  0.165
C -3.05 0.84 -0.10  -0.072
C -2.61 0.00 -1.29  -0.479
C -2.73 -1.49 -0.99  -0.061
O -1.25 0.31 -1.61  -0.077
H -2.42 0.64 0.78  0.056
H -2.94 1.91 -0.32  0.053
H -4.09 0.64 0.16  0.090
H -3.22 0.25 -2.16  0.144
H -2.10 -1.77 -0.15  0.076
H -2.40 -2.08 -1.85  0.076
H -3.77 -1.76 -0.76  0.087
H -0.71 0.08 -0.84  0.067
C 2.24 -3.36 -1.07  -0.063
C 0.73 -3.44 -1.00  -0.488
C 0.14 -4.05 -2.26  -0.055
O 0.19 -2.13 -0.82  -0.095
H 2.56 -2.73 -1.91  0.081
H 2.65 -2.91 -0.16  0.077
H 2.69 -4.35 -1.20  0.085
H 0.43 -4.04 -0.13  0.144
H 0.38 -3.44 -3.14  0.087
H -0.95 -4.09 -2.20  0.075
H 0.52 -5.07 -2.42  0.086
H 0.45 -1.59 -1.58  0.087